Record 1
ORCA calculation (wB97M-V/def2-TZVPD) on a 2-piece molecular cluster, C3H9NS overall at a distorted geometry.

The highest occupied orbital energy comes out at -8.9 eV. The calculation puts the energy at -15579.5243 eV. The LUMO energy comes out at -0.59 eV.

Geometry as XYZ:
```
14
Properties=species:S:1:pos:R:3:forces:R:3:mulliken_charge:R:1
C 2.980979 -0.071868 0.025767 0.9174 0.4580 0.1266 -0.84
N 1.656559 -0.605427 0.206929 -1.1890 0.0361 -0.3153 -0.28
C 0.488739 0.252031 -0.025396 -0.9786 0.4598 0.3378 -0.29
C -0.825882 -0.599652 -0.230637 1.3979 1.0887 -0.3993 -0.87
S -2.265816 0.478668 -0.032367 1.7588 0.0680 4.1717 -0.18
H 3.712478 -0.884334 0.225279 -0.3875 0.5565 -0.2541 0.30
H 3.223046 0.749552 0.733908 -0.4389 -0.5700 -0.0502 0.27
H 3.189193 0.389311 -0.959220 -0.1512 -0.4032 0.0104 0.31
H 1.506157 -1.463339 -0.310656 0.3897 0.0677 -0.0247 0.24
H 0.246991 0.828432 0.892682 0.5267 -0.1741 -0.2284 0.14
H 0.532293 1.054928 -0.815666 0.4091 -0.9144 0.2714 0.27
H -0.870344 -0.939447 -1.289272 0.0815 -0.5156 0.9174 0.39
H -0.822291 -1.315848 0.606371 -0.1919 -0.3782 -1.0609 0.41
H -1.521959 0.608308 1.712902 -2.1440 0.2207 -3.5023 0.13
```
Forces are in eV/Å.

***

Record 2
ORCA calculation (wB97M-V/def2-TZVPD) on one molecule with the formula C3H9NS at a distorted geometry.

The highest occupied orbital energy comes out at -8.6 eV. As for the SMILES: CNCSC. The calculation puts the energy at -15581.6997 eV. The LUMO energy comes out at 1.03 eV.

Geometry as XYZ:
```
14
Properties=species:S:1:pos:R:3:forces:R:3:mulliken_charge:R:1
C 0.190185 1.721155 -1.180595 -0.7551 -0.5303 -0.6019 -0.86
N 0.466989 1.123890 0.108885 0.8042 0.5560 1.2277 -0.36
C 0.946377 -0.238848 0.166506 -0.0559 -0.5060 -1.5003 -0.59
S -0.272118 -1.431898 -0.468125 -0.0847 0.0134 0.3652 -0.08
C -1.314775 -1.772189 0.987377 0.7580 -0.7618 -0.1729 -0.83
H 0.945046 1.610564 -1.972508 0.2779 -0.1686 0.2457 0.30
H -0.036573 2.785385 -1.100815 0.1059 -0.0961 0.3427 0.33
H -0.720113 1.240026 -1.554927 0.1278 0.1297 -0.1238 0.30
H 1.212515 1.630340 0.575699 -0.2888 0.4715 0.0318 0.23
H 1.809056 -0.385700 -0.521007 -0.2273 -0.0890 0.2537 0.31
H 1.279912 -0.514852 1.169024 -0.2393 0.1797 -0.0174 0.40
H -1.785662 -0.899274 1.431311 -0.0732 -0.0580 -0.1713 0.29
H -2.010769 -2.540914 0.650365 -0.4053 0.4307 -0.0933 0.31
H -0.710071 -2.327686 1.708812 0.0558 0.4288 0.2140 0.26
```
Forces are in eV/Å.

***

Record 3
ORCA calculation (wB97M-V/def2-TZVPD) on a 2-piece molecular cluster, C3H9NS overall at a distorted geometry.

The highest occupied orbital energy comes out at -8.0 eV. As for the SMILES: C=CN.CS. The calculation puts the energy at -15580.8614 eV. The LUMO energy comes out at 0.82 eV.

Geometry as XYZ:
```
14
Properties=species:S:1:pos:R:3:forces:R:3:mulliken_charge:R:1
C 1.152787 -1.717315 -1.071948 -0.1147 0.1713 -0.4190 -0.75
C 1.285080 -0.405246 -0.933707 -0.1558 -0.2146 -0.1113 0.05
N 1.093795 0.343709 0.251090 1.6480 -0.4711 -0.1113 -0.57
H 1.048173 -2.094051 -2.085682 0.3905 -0.1979 0.2442 0.23
H 1.099280 -2.411477 -0.244824 -0.3125 0.0549 0.0733 0.26
H 1.485836 0.215384 -1.805939 -0.2566 -0.0106 0.1415 0.31
H 0.877910 -0.211959 1.068803 -0.0084 -0.1056 -0.0379 0.22
H 1.922802 0.902996 0.436466 -0.2166 0.1519 0.1854 0.27
C -2.035766 0.681821 0.976100 0.0353 0.6657 0.2479 -0.68
S -1.358824 2.038909 -0.063535 0.8496 -0.6694 -0.0542 -0.31
H -1.949212 0.929386 2.037447 0.3137 -0.1141 -0.0904 0.24
H -3.107239 0.569562 0.821735 0.0875 -0.1309 -0.4208 0.29
H -1.498625 -0.233324 0.742126 -0.2227 -0.1450 0.0526 0.18
H -0.015992 1.391610 -0.128131 -2.0373 1.0154 0.3002 0.27
```
Forces are in eV/Å.

***

Record 4
ORCA calculation (wB97M-V/def2-TZVPD) on one molecule with the formula C3H9NS at a distorted geometry.

The highest occupied orbital energy comes out at -8.8 eV. As for the SMILES: CNCSC. The calculation puts the energy at -15581.5726 eV. The LUMO energy comes out at 1.02 eV.

Geometry as XYZ:
```
14
Properties=species:S:1:pos:R:3:forces:R:3:mulliken_charge:R:1
C 1.639414 1.178626 0.501846 0.0336 -0.4826 0.3881 -0.84
N 1.211722 -0.200487 0.301524 -0.9678 -0.2971 -0.4579 -0.33
C 0.379537 -0.423041 -0.901648 1.1416 -0.4382 0.0485 -0.65
S -0.835708 -1.765205 -0.713372 -0.1163 1.0683 0.3070 -0.07
C -2.137513 -0.813850 0.141629 -0.5786 0.4115 -0.5294 -0.79
H 2.316344 1.425026 -0.313274 0.0928 0.2657 0.0662 0.29
H 2.180628 1.191910 1.447381 0.2486 0.1680 -0.1085 0.33
H 0.861551 1.955122 0.587674 -0.1628 -0.2588 -0.2804 0.31
H 0.675310 -0.584800 1.064119 0.1864 0.2468 0.4511 0.25
H -0.011368 0.538184 -1.249132 -0.5658 -0.2470 -0.1085 0.35
H 1.023182 -0.823002 -1.690190 0.0217 0.1941 -0.1328 0.30
H -3.053867 -0.784077 -0.455512 0.0176 -0.5686 0.0862 0.34
H -2.377582 -1.134539 1.155014 0.2300 -0.0808 -0.1159 0.28
H -1.871653 0.240127 0.123944 0.4191 0.0187 0.3864 0.22
```
Forces are in eV/Å.

***

Record 5
ORCA calculation (wB97M-V/def2-TZVPD) on a 2-piece molecular cluster, C3H9NS overall at a distorted geometry.

The highest occupied orbital energy comes out at -8.3 eV. As for the SMILES: C=CN.CS. The calculation puts the energy at -15581.0437 eV. The LUMO energy comes out at 0.88 eV.

Geometry as XYZ:
```
14
Properties=species:S:1:pos:R:3:forces:R:3:mulliken_charge:R:1
C -1.338080 1.019553 -0.719796 0.9819 -0.1320 -0.4700 -0.79
C -1.265754 0.813251 0.594524 -1.1440 0.1221 -0.0219 -0.08
N -2.232744 0.092468 1.297522 0.8078 -0.1668 0.2897 -0.48
H -0.833855 1.859676 -1.179892 0.5501 -0.3805 0.0237 0.25
H -1.771517 0.288712 -1.391867 -0.8012 0.3560 0.0923 0.21
H -0.506018 1.269363 1.213499 -0.3409 0.7113 0.1267 0.48
H -2.591738 -0.742997 0.864818 -0.1347 -0.0022 0.0845 0.20
H -2.089299 0.049504 2.293112 0.0445 -0.4369 -0.1043 0.23
C 2.398251 -0.785271 -0.872554 -0.2461 -0.1722 -0.5753 -0.74
S 1.897259 -1.262467 0.792268 0.2233 0.0169 0.1223 -0.15
H 3.194143 -1.443818 -1.208582 0.1383 -0.0689 0.2159 0.30
H 2.732307 0.241077 -0.976438 0.0501 0.1144 0.2648 0.28
H 1.569133 -0.948221 -1.556132 -0.0813 0.0622 -0.0345 0.26
H 0.837911 -0.450830 0.849518 -0.0479 -0.0235 -0.0139 0.03
```
Forces are in eV/Å.

***

Record 6
ORCA calculation (wB97M-V/def2-TZVPD) on a 2-piece molecular cluster, C3H9NS2 overall.

The highest occupied orbital energy comes out at -9.7 eV. As for the SMILES: C=CCN.SS. The calculation puts the energy at -26416.3701 eV. The LUMO energy comes out at 0.11 eV.

Geometry as XYZ:
```
15
Properties=species:S:1:pos:R:3:forces:R:3:mulliken_charge:R:1
C -2.599798 2.588264 -0.184830 0.0106 -0.0818 0.0496 -0.73
C -2.075609 1.371200 -0.200328 0.1529 0.1981 -0.1045 0.02
C -1.955506 0.505947 1.024554 -0.3407 0.0531 -0.3822 -0.22
N -3.197593 -0.304208 1.168421 0.7747 -0.0572 0.2107 -0.66
H -2.714808 3.188388 -1.075731 0.0667 -0.0448 -0.1175 0.27
H -2.963974 3.032700 0.732990 0.0044 -0.0304 0.0988 0.24
H -1.713479 0.958670 -1.137867 -0.0884 -0.0438 -0.0375 0.31
H -1.076456 -0.138611 0.932726 0.0787 0.0625 0.0927 -0.08
H -1.793201 1.166325 1.875642 -0.2786 -0.1984 0.2339 0.36
H -3.097383 -0.868479 2.006323 -0.1159 0.0969 0.2362 0.25
H -3.139682 -1.005100 0.436771 -0.3252 0.0358 -0.2483 0.25
S 3.309029 -0.499932 -0.703973 -0.5790 -0.2672 -0.1206 -0.20
S 1.450141 -1.366377 -0.215562 0.7361 0.6018 -0.2750 -0.16
H 3.024417 -0.095461 -1.966025 0.0017 -0.1764 0.3065 0.17
H 0.897635 -0.202293 0.162617 -0.0981 -0.1481 0.0571 0.19
```
Forces are in eV/Å.